Entry from OMol25: C2H3NO2 as an isolated structure (ωB97M-V/def2-TZVPD).

Geometry as ORCA input:
```
! wB97M-V def2-TZVPD RIJCOSX def2/J DEFGRID3
* xyz 0 1
O -2.5893 1.4443 2.1491
O -2.6472 2.1522 0.9043
N -1.9224 -0.0818 0.4232
C -1.9166 1.0274 1.0573
C -1.6779 -1.0776 -0.1993
H -0.7418 -1.4939 -0.5164
H 1.1528 0.7872 0.0301
H 0.3954 0.6898 -0.1312
*
```

HOMO energy	-8.569	eV
frontier orbital gap	8.832	eV
DFT total energy	-282.9384	hartree
relative energy (zero: lowest compared OMol25 entry of this formula, charge and spin)	200.6	kcal/mol
molecular weight	73.05	g/mol

Atom charges from the natural (NBO) analysis, given in e for atoms 1 to 5: atom 1 (O): -0.22, atom 2 (O): -0.22, atom 3 (N): -0.36, atom 4 (C): 0.53, atom 5 (C): 0.09